Record 1
{
  "formula": "C32H29ClN5O12PS",
  "method": "ωB97M-V with the def2-TZVPD basis set",
  "species": ["C", "C", "N", "C", "C", "P", "O", "O", "S", "C", "O", "C", "C", "Cl", "C", "O", "H", "H", "H", "H", "H", "H", "H", "H", "H", "O", "N", "O", "C", "C", "C", "C", "C", "C", "H", "H", "H", "H", "H", "O", "N", "O", "C", "C", "C", "C", "C", "C", "H", "H", "H", "H", "H", "O", "N", "O", "C", "C", "C", "C", "C", "C", "H", "H", "H", "H", "H", "O", "N", "O", "C", "C", "C", "C", "C", "C", "H", "H", "H", "H", "H"],
  "coordinates": [[2.540, -2.423, -0.300], [1.342, -1.316, -0.144], [0.286, -1.355, -1.226], [-0.984, -1.835, -0.497], [-1.971, -0.880, 0.144], [-1.739, 1.017, 0.129], [-2.391, 1.674, -1.388], [-0.079, 1.554, 0.194], [-2.656, 1.938, 1.621], [-3.299, -1.622, 0.830], [-4.306, -0.935, 1.425], [-3.526, -3.279, 0.796], [-2.540, -4.228, 0.154], [-2.840, -6.064, 0.083], [-1.180, -3.490, -0.475], [-0.239, -4.350, -0.955], [3.389, -2.116, 0.482], [2.154, -3.480, 0.070], [3.062, -2.447, -1.347], [1.846, -0.236, -0.212], [0.785, -1.385, 0.889], [0.553, -2.057, -1.980], [-2.370, 0.925, -2.063], [0.277, 1.767, -0.732], [-4.497, -3.748, 1.291], [1.661, -2.474, 5.304], [0.765, -2.593, 4.455], [0.933, -2.452, 3.235], [-0.586, -2.919, 4.927], [-0.828, -3.051, 6.301], [-2.120, -3.338, 6.745], [-3.157, -3.495, 5.825], [-2.911, -3.373, 4.456], [-1.624, -3.084, 4.000], [-0.030, -2.931, 7.031], [-2.319, -3.435, 7.810], [-4.165, -3.713, 6.177], [-3.725, -3.500, 3.745], [-1.449, -2.990, 2.930], [3.837, 1.043, -0.041], [4.625, 0.280, -0.619], [5.137, -0.723, -0.101], [4.978, 0.587, -2.011], [4.451, 1.732, -2.624], [4.810, 2.032, -3.939], [5.682, 1.194, -4.635], [6.197, 0.049, -4.025], [5.848, -0.260, -2.709], [3.770, 2.395, -2.095], [4.411, 2.922, -4.422], [5.963, 1.435, -5.659], [6.875, -0.601, -4.575], [6.261, -1.155, -2.247], [4.225, 5.090, -3.718], [4.126, 5.588, -2.586], [3.053, 5.791, -2.001], [5.364, 5.966, -1.895], [6.599, 5.788, -2.535], [7.771, 6.173, -1.881], [7.710, 6.724, -0.601], [6.481, 6.890, 0.038], [5.301, 6.512, -0.606], [6.663, 5.360, -3.532], [8.734, 6.045, -2.372], [8.627, 7.027, -0.098], [6.442, 7.318, 1.038], [4.350, 6.651, -0.096], [-10.475, -2.271, -2.885], [-10.574, -1.773, -1.753], [-11.647, -1.570, -1.168], [-9.336, -1.395, -1.062], [-8.101, -1.573, -1.702], [-6.929, -1.189, -1.049], [-6.990, -0.637, 0.232], [-8.219, -0.471, 0.871], [-9.399, -0.849, 0.227], [-8.037, -2.001, -2.700], [-5.966, -1.316, -1.539], [-6.073, -0.334, 0.735], [-8.258, -0.043, 1.871], [-10.350, -0.710, 0.737]],
  "forces_ev_per_angstrom": [[0.1, 0.0, 1.8], [2.0, 1.2, 0.6], [-2.5, -2.2, 1.6], [-1.5, 1.6, 0.1], [1.8, -4.6, -1.8], [-0.2, 3.2, 0.3], [1.8, -3.4, 1.5], [-2.4, -1.3, -2.4], [1.0, -1.4, -1.5], [-4.2, 2.4, 2.4], [6.8, -4.5, -3.8], [2.8, -2.3, -1.8], [-2.0, 4.4, 1.5], [0.8, 3.3, 0.1], [3.1, -5.3, -1.6], [-5.8, 6.2, 2.8], [-2.0, -0.6, -1.8], [0.8, 2.1, -1.2], [-1.3, 0.0, 1.8], [-1.2, -2.4, 0.4], [1.5, 0.1, -1.9], [-0.6, 0.9, 1.5], [0.0, 1.4, 1.0], [-0.8, -0.6, 1.7], [2.2, 1.5, -1.1], [-1.4, -0.2, -1.4], [1.3, 0.3, -0.2], [-0.2, -0.2, 1.6], [-0.9, -0.2, 0.3], [0.0, 0.0, -0.1], [0.1, 0.0, -0.4], [0.1, 0.0, 0.0], [0.4, 0.0, 0.3], [0.0, 0.0, 0.1], [-0.1, 0.0, -0.4], [0.1, 0.0, -0.2], [0.2, 0.0, -0.1], [0.2, 0.1, 0.1], [0.2, 0.0, 0.3], [1.1, -1.1, -0.8], [-0.2, -0.3, 1.2], [-0.7, 1.6, -0.7], [0.2, 0.2, -0.9], [0.1, -0.1, 0.0], [0.1, -0.3, 0.1], [0.0, -0.1, 0.2], [-0.2, 0.2, 0.2], [0.0, 0.0, 0.0], [0.2, -0.3, 0.0], [0.1, -0.2, 0.2], [-0.1, -0.1, 0.2], [-0.1, 0.1, 0.2], [-0.2, 0.3, 0.1], [-0.2, 0.7, 1.5], [-1.2, -0.2, -0.4], [1.6, -0.4, -1.0], [0.9, 0.3, 0.4], [0.0, 0.0, 0.1], [-0.4, 0.0, 0.2], [-0.1, 0.0, -0.1], [0.0, -0.2, -0.4], [0.0, 0.0, 0.0], [-0.2, 0.1, 0.3], [-0.2, 0.0, 0.1], [-0.2, -0.1, -0.1], [-0.1, -0.1, -0.2], [0.1, -0.1, -0.3], [-0.2, 0.7, 1.6], [-1.1, -0.3, -0.6], [1.5, -0.3, -0.9], [0.8, 0.3, 0.4], [0.0, 0.0, 0.0], [-0.5, 0.0, 0.2], [-0.1, 0.1, 0.0], [-0.1, -0.2, -0.5], [0.0, 0.0, 0.0], [-0.3, 0.1, 0.2], [-0.2, 0.0, 0.1], [-0.4, 0.0, -0.2], [0.0, -0.1, -0.2], [0.1, -0.1, -0.3]],
  "homo_lumo_gap_ev": 6.05,
  "multiplicity": 1,
  "lumo_energy_ev": -2.8,
  "e_homo_ev": -8.85
}

Record 2
{
  "formula": "C32H29IIrN3O",
  "method": "ωB97M-V with the def2-TZVPD basis set",
  "species": ["Ir", "I", "C", "C", "C", "C", "C", "C", "C", "C", "C", "C", "H", "H", "H", "H", "H", "H", "O", "C", "C", "C", "C", "C", "C", "N", "H", "H", "H", "H", "H", "H", "H", "C", "N", "C", "C", "C", "C", "C", "C", "C", "C", "H", "H", "H", "H", "H", "H", "H", "H", "H", "H", "H", "H", "N", "C", "C", "C", "C", "C", "C", "C", "H", "H", "H", "H"],
  "coordinates": [[-0.021, 0.311, -0.198], [2.424, 0.724, 0.551], [1.644, 1.627, 2.285], [2.432, 1.796, 3.385], [1.946, 2.544, 4.478], [0.725, 3.146, 4.399], [-0.094, 2.996, 3.251], [-1.331, 3.682, 3.141], [-2.089, 3.555, 2.016], [-1.695, 2.667, 0.988], [-0.540, 1.927, 1.068], [0.338, 2.171, 2.182], [3.428, 1.374, 3.423], [2.560, 2.660, 5.359], [0.362, 3.758, 5.215], [-1.647, 4.322, 3.955], [-3.016, 4.103, 1.914], [-2.382, 2.554, 0.159], [-0.149, 1.928, -1.824], [-1.284, 1.588, -2.648], [-2.396, 0.931, -1.834], [-3.719, 0.988, -2.239], [-4.693, 0.364, -1.474], [-4.316, -0.288, -0.309], [-2.984, -0.303, 0.044], [-2.047, 0.282, -0.704], [-0.348, 2.725, -1.306], [-0.912, 0.883, -3.389], [-1.649, 2.474, -3.164], [-3.974, 1.522, -3.144], [-5.730, 0.395, -1.778], [-5.039, -0.779, 0.326], [-2.635, -0.797, 0.941], [4.284, 0.637, -2.181], [3.205, -0.315, -1.920], [3.718, -1.683, -1.922], [2.161, -0.126, -2.922], [1.016, -1.094, -2.803], [0.956, -2.102, -3.771], [-0.017, -3.087, -3.744], [-0.956, -3.080, -2.725], [-0.929, -2.067, -1.777], [0.051, -1.078, -1.786], [4.709, 0.491, -3.180], [5.078, 0.508, -1.448], [3.906, 1.658, -2.109], [4.158, -1.948, -2.892], [2.921, -2.390, -1.702], [4.489, -1.777, -1.158], [2.600, -0.253, -3.922], [1.824, 0.910, -2.851], [1.704, -2.119, -4.556], [-0.038, -3.852, -4.508], [-1.714, -3.850, -2.668], [-1.679, -2.082, -0.995], [-0.369, -4.782, 5.165], [-0.319, -3.989, 4.336], [-0.259, -2.999, 3.298], [-0.950, -1.799, 3.435], [-0.891, -0.847, 2.429], [-0.149, -1.067, 1.266], [0.561, -2.270, 1.159], [0.500, -3.230, 2.152], [-1.527, -1.610, 4.330], [-1.425, 0.090, 2.572], [1.166, -2.469, 0.284], [1.046, -4.158, 2.047]],
  "forces_ev_per_angstrom": [[-1.1, -0.6, 0.7], [0.0, -0.1, 0.0], [0.0, 0.1, 0.0], [0.0, 0.0, -0.1], [0.0, 0.0, 0.0], [0.0, 0.0, 0.0], [0.0, 0.0, 0.0], [0.0, 0.0, -0.1], [0.0, 0.0, 0.1], [0.0, -0.1, 0.1], [0.5, 0.3, -0.3], [0.0, 0.1, -0.1], [0.0, 0.0, 0.0], [0.0, 0.0, 0.0], [0.0, 0.0, 0.0], [0.0, 0.0, 0.0], [0.0, 0.0, 0.0], [0.0, 0.0, 0.0], [-0.3, -0.1, -0.1], [-0.1, -0.2, 0.5], [0.3, 0.1, 0.0], [0.1, 0.0, 0.0], [0.1, 0.0, 0.1], [-0.1, 0.1, -0.1], [-0.1, 0.0, 0.1], [0.2, 0.3, -0.3], [0.0, 0.0, 0.0], [0.0, -0.1, 0.0], [-0.1, 0.0, 0.0], [0.0, 0.0, 0.0], [0.0, 0.0, 0.0], [0.0, 0.0, 0.0], [-0.1, 0.0, -0.1], [0.0, -0.1, 0.0], [0.2, 0.0, 0.1], [0.0, 0.1, 0.1], [-0.1, 0.2, -0.1], [-0.1, -0.3, -0.3], [0.0, 0.0, 0.1], [0.0, 0.1, 0.1], [0.0, 0.0, 0.0], [-0.2, -0.3, 0.0], [0.5, 0.6, -0.2], [0.1, 0.0, -0.1], [0.0, 0.0, 0.0], [0.0, 0.0, 0.0], [0.0, 0.0, -0.1], [0.0, 0.0, 0.0], [0.0, 0.0, 0.0], [0.0, 0.1, -0.1], [-0.1, 0.0, 0.0], [0.0, 0.0, 0.0], [0.0, 0.0, 0.0], [0.0, 0.0, 0.0], [0.1, -0.1, -0.1], [0.0, -0.1, 0.1], [0.0, 0.0, 0.0], [0.0, 0.1, -0.1], [0.0, -0.1, 0.0], [-0.1, 0.1, 0.1], [0.2, 0.0, 0.0], [0.0, 0.0, 0.0], [-0.1, 0.0, 0.1], [0.0, 0.0, 0.0], [0.1, -0.2, 0.0], [0.0, 0.0, 0.0], [0.0, 0.0, 0.0]],
  "homo_lumo_gap_ev": [7.97, 5.50],
  "multiplicity": 2,
  "lumo_energy_ev": [-3.0, -5.4],
  "e_homo_ev": [-10.94, -10.91],
  "charge": 1
}

Record 3
{
  "formula": "C32H29InN7OP",
  "method": "ωB97M-V with the def2-TZVPD basis set",
  "species": ["In", "N", "C", "N", "C", "N", "C", "C", "N", "C", "C", "N", "H", "H", "H", "H", "H", "C", "C", "O", "N", "C", "C", "C", "C", "C", "C", "N", "H", "H", "H", "H", "H", "H", "H", "H", "H", "H", "C", "C", "C", "C", "C", "C", "P", "C", "C", "C", "C", "C", "C", "C", "C", "C", "C", "C", "C", "H", "H", "H", "H", "H", "H", "H", "H", "H", "H", "H", "H", "H", "H"],
  "coordinates": [[0.751, 0.466, -0.447], [4.132, 2.930, 0.927], [3.683, 1.689, 0.794], [2.404, 1.740, 0.454], [2.132, 3.085, 0.393], [3.163, 3.835, 0.679], [0.782, 3.591, 0.107], [0.445, 4.934, 0.098], [-0.814, 5.317, -0.082], [-1.730, 4.369, -0.258], [-1.394, 3.021, -0.287], [-0.133, 2.648, -0.097], [5.052, 3.245, 1.202], [4.271, 0.801, 0.968], [1.196, 5.702, 0.238], [-2.757, 4.689, -0.383], [-2.124, 2.242, -0.467], [1.534, 2.542, -4.498], [1.975, 1.618, -3.404], [1.412, 1.616, -2.291], [3.009, 0.813, -3.651], [3.546, -0.077, -2.633], [2.731, -1.336, -2.462], [2.850, -2.384, -3.358], [2.110, -3.538, -3.156], [1.276, -3.614, -2.053], [1.194, -2.524, -1.212], [1.904, -1.400, -1.408], [0.665, 3.105, -4.172], [1.282, 1.975, -5.395], [2.338, 3.234, -4.752], [3.429, 0.831, -4.566], [3.569, 0.459, -1.686], [4.568, -0.327, -2.909], [3.526, -2.302, -4.200], [2.197, -4.372, -3.840], [0.692, -4.500, -1.846], [0.549, -2.544, -0.344], [-4.006, 0.909, 4.786], [-3.305, 1.853, 4.046], [-2.338, 1.440, 3.144], [-2.072, 0.081, 2.975], [-2.761, -0.862, 3.734], [-3.731, -0.443, 4.634], [-0.900, -0.403, 1.684], [-0.480, -2.137, 2.046], [-1.103, -3.221, 1.430], [-0.742, -4.518, 1.774], [0.240, -4.740, 2.730], [0.867, -3.663, 3.345], [0.509, -2.367, 3.004], [-1.904, -0.500, 0.172], [-3.262, -0.828, 0.111], [-3.867, -0.961, -1.130], [-3.134, -0.787, -2.302], [-1.784, -0.452, -2.251], [-1.188, -0.280, -1.007], [-4.763, 1.230, 5.490], [-3.507, 2.908, 4.181], [-1.783, 2.177, 2.572], [-2.545, -1.918, 3.627], [-4.268, -1.176, 5.221], [-1.878, -3.059, 0.689], [-1.237, -5.357, 1.301], [0.511, -5.751, 3.003], [1.632, -3.834, 4.091], [0.990, -1.529, 3.497], [-3.831, -0.984, 1.020], [-4.918, -1.213, -1.189], [-3.624, -0.895, -3.262], [-1.229, -0.304, -3.169]],
  "forces_ev_per_angstrom": [[-0.2, 0.1, -0.2], [0.0, 0.1, 0.0], [-0.1, -0.1, 0.1], [-0.1, 0.0, -0.2], [0.0, 0.1, 0.1], [0.1, -0.2, 0.0], [0.1, -0.1, 0.1], [-0.1, 0.1, 0.0], [0.0, -0.1, 0.0], [0.1, 0.2, 0.0], [0.1, 0.0, 0.0], [-0.1, 0.0, -0.1], [0.0, 0.0, 0.0], [0.0, 0.0, 0.0], [0.0, 0.0, 0.0], [0.0, 0.0, 0.0], [0.0, 0.0, 0.0], [0.0, 0.0, 0.0], [-0.1, 0.1, 0.0], [0.0, 0.0, -0.1], [0.0, 0.0, 0.0], [-0.1, 0.0, 0.0], [0.0, 0.0, 0.1], [0.1, 0.0, 0.0], [0.0, -0.1, 0.0], [0.0, 0.0, 0.0], [0.2, 0.0, 0.0], [-0.1, 0.1, 0.1], [0.0, 0.0, 0.0], [0.0, 0.0, 0.0], [0.0, 0.0, 0.0], [0.0, 0.0, 0.0], [0.1, 0.0, 0.0], [0.0, 0.0, 0.0], [0.0, 0.0, 0.0], [0.0, 0.0, 0.0], [0.0, 0.0, 0.0], [0.0, 0.0, 0.0], [0.0, 0.0, 0.0], [0.0, 0.0, 0.0], [0.0, 0.0, 0.0], [0.2, 0.1, 0.1], [0.0, 0.0, 0.0], [0.0, 0.0, 0.0], [-0.2, -0.3, -0.3], [0.0, 0.0, 0.1], [-0.1, 0.0, 0.1], [0.0, 0.0, 0.0], [0.0, 0.0, 0.0], [0.0, 0.0, 0.0], [0.0, 0.0, 0.0], [-0.3, -0.1, -0.2], [0.1, 0.0, 0.0], [0.0, 0.0, 0.0], [0.0, 0.0, -0.1], [-0.2, 0.0, 0.2], [0.4, 0.0, 0.3], [0.0, 0.0, 0.0], [0.0, 0.0, 0.0], [0.0, 0.0, 0.0], [0.0, 0.0, 0.0], [0.0, 0.0, 0.0], [0.0, 0.0, 0.0], [0.0, 0.0, 0.0], [0.0, 0.0, 0.0], [0.0, 0.0, 0.0], [0.0, 0.0, 0.0], [0.0, 0.0, 0.0], [0.0, 0.0, 0.0], [0.0, 0.0, 0.0], [0.0, 0.0, 0.0]],
  "homo_lumo_gap_ev": 7.82,
  "multiplicity": 1,
  "lumo_energy_ev": -5.6,
  "e_homo_ev": -13.43,
  "charge": 2
}